Formula: C36H70N2O13P
Source: the OMol25 dataset
Level of theory: ωB97M-V/def2-TZVPD

Calculated values
orbital gap: 7.1 eV
E_HOMO: -10.79 eV
total charge: +1
molecular weight: 769.9 g/mol

Structure (XYZ):
```
122
Properties=species:S:1:pos:R:3:forces:R:3:lowdin_charge:R:1
H 3.34897 3.48522 -0.37844 0.0 0.0 0.0 0.117
H -2.54814 -2.58790 -1.55012 -0.1 0.1 0.1 0.118
H -5.67493 0.10270 0.42201 0.0 0.0 0.0 0.099
H -0.76317 -4.19469 -9.50030 0.0 0.0 0.0 0.090
H 4.90229 0.61214 -0.03178 0.2 0.0 -0.3 0.126
H 5.62980 -2.72278 1.57242 0.0 0.1 0.0 0.115
H 0.47853 -3.44365 -8.46052 0.0 0.0 0.0 0.087
H -2.95908 0.59972 3.74063 0.0 0.0 0.0 0.114
H 3.85417 3.10087 -2.79140 0.0 0.0 0.0 0.124
O -1.46908 -3.30271 -7.76005 0.2 0.1 0.1 -0.196
H -4.91687 -0.52021 5.81923 0.0 0.1 0.0 0.121
N 1.36356 -2.15633 1.18708 -0.2 -0.1 0.0 0.102
H 6.22548 4.92068 -2.20977 -0.1 0.1 0.0 0.123
H -3.26858 -5.33353 -2.05915 0.0 0.0 0.0 0.086
H -4.30187 -4.86110 1.05031 0.1 -0.1 0.0 0.133
H 1.59586 -3.57751 -0.29995 -0.1 0.0 0.0 0.151
H 7.13399 -2.96282 3.46497 0.1 0.0 0.0 0.108
H 1.77418 1.44415 2.93445 0.0 0.2 0.1 0.048
H 8.44776 -1.02400 4.27223 0.0 0.1 0.0 0.109
C -2.68260 -0.60927 -0.68489 -0.2 0.0 -0.1 -0.208
H -3.75605 -2.39059 1.18507 0.0 0.0 -0.1 0.126
O 5.39079 6.89607 -0.70906 -0.2 -0.2 0.1 -0.197
H -4.12471 0.50284 1.18367 0.0 0.0 0.0 0.069
C 2.03629 -2.70751 0.16646 -0.2 -0.3 0.1 -0.008
O -3.28814 1.25263 5.68157 -0.1 -0.3 -0.1 -0.186
O -2.94272 -1.18395 -5.53835 0.0 -0.3 0.1 -0.187
H -2.21611 -0.06495 0.14777 0.0 0.0 0.0 0.125
H -7.80520 0.26388 5.22486 0.0 0.0 0.0 0.129
H -2.10315 -1.29635 -3.65438 0.0 0.0 0.0 0.099
C 7.78652 -0.90512 3.42326 0.0 -0.3 0.1 -0.077
H 0.20070 -1.62326 -4.56061 0.0 0.0 0.0 0.123
H -4.29808 -1.47742 -3.99155 0.0 0.0 0.0 0.085
H 4.90767 3.90087 -4.61656 0.0 0.0 0.0 0.088
H -2.67023 -3.48300 2.03772 0.0 0.0 0.0 0.126
C -2.06696 0.63552 5.99689 0.0 0.1 0.0 -0.128
H -1.91654 -4.99475 -4.93990 0.0 0.0 0.0 0.124
H -7.28854 -0.56447 6.71649 -0.1 -0.1 -0.1 0.130
H -0.64446 -2.42592 -9.38557 0.0 0.0 0.0 0.089
O -6.59794 1.35893 6.50370 0.0 0.1 -0.2 -0.199
H 3.73229 5.19570 -0.57060 0.0 0.1 -0.1 0.123
C -1.81226 -4.06117 -5.49771 -0.1 -0.1 0.1 -0.184
C 3.94845 4.19712 -0.95437 -0.1 0.0 0.1 -0.189
H -2.78591 -3.56707 -5.50488 0.0 0.1 -0.1 0.123
O 5.29523 3.82614 -0.70017 0.0 -0.1 0.0 -0.146
H -4.96375 -1.09090 -5.59285 0.0 0.0 0.0 0.092
H 5.91829 8.49128 0.51422 0.0 0.0 0.1 0.091
C -4.63311 0.34422 0.22558 0.0 0.0 -0.1 -0.091
C -4.28863 -5.02727 -1.79722 -0.1 0.0 0.0 -0.102
H -7.29928 3.17479 7.05606 0.0 0.0 0.0 0.089
P 0.68165 -0.47864 3.22210 -0.9 -0.3 0.2 0.834
H 6.70467 1.41396 1.20132 0.0 0.0 0.0 0.114
O 4.04992 5.12402 -3.17707 0.2 -0.1 0.0 -0.193
C -4.94056 1.38201 3.91113 -0.1 0.1 0.0 -0.188
H -8.22287 2.40588 5.74916 0.0 0.0 0.0 0.088
H 4.22576 8.39765 -0.01671 0.0 0.0 0.0 0.090
H -4.58435 1.26393 -0.36845 0.0 0.0 0.0 0.095
H -2.51941 -0.03967 -1.61145 0.1 0.1 0.1 0.122
H -2.04632 -5.21376 -7.27440 0.1 -0.1 0.0 0.131
C 6.42046 5.99605 -0.35129 0.0 0.2 -0.1 -0.208
H -8.39809 1.82969 7.42977 0.0 0.0 0.0 0.090
C -0.55045 -3.35576 -8.82879 -0.1 0.0 0.0 -0.109
H -5.01010 1.70848 2.87058 0.0 0.0 0.0 0.113
C -1.82594 -1.04642 -4.68705 -0.1 0.2 -0.1 -0.210
H -1.01355 -1.79784 -1.21216 0.0 0.0 0.0 0.119
O -0.85543 -3.30641 -4.76653 0.0 0.0 0.1 -0.134
C 4.24722 4.77156 -4.52887 -0.1 0.1 0.0 -0.105
H 3.39289 0.34479 2.01834 0.0 0.0 0.0 0.131
C 3.52239 4.07146 -2.39971 -0.1 0.2 -0.1 -0.213
C 2.99635 -0.51968 1.49623 0.3 -0.1 -0.4 0.014
C 7.66496 0.31390 2.77940 0.2 0.1 0.1 -0.069
H -2.02270 0.50459 7.07641 0.0 0.1 0.0 0.092
H -5.50728 2.09047 4.51832 0.1 0.0 0.1 0.126
C 7.05402 -1.99905 2.98037 -0.1 0.1 -0.1 -0.068
C 6.31698 4.71351 -1.14260 0.2 -0.1 0.0 -0.178
H -3.04949 2.36630 3.97543 0.0 -0.1 -0.1 0.132
H 3.29739 4.55444 -5.02990 0.0 0.0 0.0 0.090
N 1.57666 -1.06162 4.52231 0.0 0.5 -0.1 -0.157
H 3.78731 -2.63913 -1.03554 -0.1 0.0 0.0 0.136
H 4.81341 7.29355 1.24407 0.0 0.0 0.0 0.087
C 3.23716 -2.18549 -0.22209 0.4 0.4 0.0 0.031
H -4.76944 -4.62043 -2.68441 0.0 0.0 0.0 0.089
H -0.35679 -4.80938 -6.87579 0.0 0.0 0.0 0.127
C -6.96996 0.12389 5.92152 0.0 0.1 0.2 -0.206
H 2.43436 -0.57087 4.75491 0.1 -0.2 0.0 0.057
C 5.08077 7.81346 0.31635 0.1 0.1 -0.1 -0.107
C 5.07911 -0.45615 0.11347 -0.1 -0.1 0.3 -0.076
H 0.99094 -1.12885 5.34635 0.1 -0.1 0.1 0.035
H 5.49197 -0.89613 -0.79435 -0.1 0.1 -0.1 0.133
C 6.04718 -0.62601 1.27394 -0.1 0.1 -0.2 -0.233
C 1.79783 -1.07226 1.85975 0.1 0.2 0.2 -0.299
C 6.18744 -1.85334 1.90725 0.1 -0.2 0.1 -0.044
H 7.39270 6.45997 -0.56673 0.1 -0.1 0.1 0.132
C -4.15933 -0.87066 -4.89473 0.0 0.1 -0.1 -0.097
H -1.21869 1.25551 5.67507 0.1 -0.1 0.0 0.081
H -0.47404 -1.81937 -6.17864 -0.1 0.0 0.0 0.124
C 3.74863 -1.06955 0.44871 0.0 0.0 0.0 -0.162
H -4.20573 0.19045 -4.62313 0.0 0.0 0.0 0.091
C -3.59477 -4.38044 0.36117 -0.2 0.0 -0.1 -0.204
O -5.52819 0.09361 3.92390 0.0 0.0 -0.1 -0.129
C -7.69303 2.22822 6.69193 0.0 0.0 0.1 -0.108
H 4.71957 5.61904 -5.02001 0.0 0.0 0.0 0.092
H -1.48879 0.00064 -4.71584 0.1 0.0 0.1 0.132
C 6.79825 0.45915 1.70693 0.0 0.0 0.0 -0.033
O -4.27700 -4.00918 -0.81963 0.2 0.1 -0.1 -0.195
H 0.46941 -2.56902 1.45791 -0.1 0.1 -0.2 0.144
C -3.00638 -3.16961 1.04674 0.0 -0.1 0.2 -0.169
O 0.87947 1.13413 3.12387 0.3 -0.2 -0.3 -0.283
H 6.37309 5.76668 0.72096 0.0 0.0 0.0 0.126
O -1.83887 -2.65223 0.40625 0.3 0.0 0.2 -0.166
O -4.06920 -0.74799 -0.46969 0.1 -0.1 0.2 -0.189
C -3.47671 1.40185 4.28363 0.1 0.2 0.1 -0.202
H 7.24756 4.16209 -0.99150 0.0 0.0 0.0 0.126
H -6.07918 -1.52788 4.95485 0.0 0.0 0.0 0.128
C -1.38276 -4.42233 -6.89998 -0.1 0.0 -0.1 -0.206
H -4.85150 -5.90337 -1.45832 0.0 0.0 0.0 0.092
C -2.02454 -1.96319 -0.82551 0.2 0.1 -0.1 -0.186
H 2.42432 4.10971 -2.44345 0.0 -0.1 0.0 0.129
H 8.25646 1.15434 3.11774 0.0 0.0 0.0 0.110
H -2.79246 -5.09323 0.13154 0.0 0.0 0.0 0.126
C -5.80601 -0.49592 5.18510 0.0 -0.2 0.0 -0.182
H -1.99647 -0.35142 5.51798 0.1 0.0 0.0 0.076
C -0.68658 -1.94195 -5.11494 0.1 0.1 0.0 -0.183
```
Forces are in eV/Å.

Formula: C36H71BrN3O10S
Source: the OMol25 dataset
Level of theory: ωB97M-V/def2-TZVPD

Calculated values
orbital gap: 7.8 eV
E_HOMO: -11.21 eV
total charge: +1
molecular weight: 817.9 g/mol

Structure (XYZ):
```
122
Properties=species:S:1:pos:R:3:forces:R:3:lowdin_charge:R:1
O -0.90551 -2.87323 -0.26329 0.2 0.2 -0.1 -0.061
O -0.81722 5.08451 4.51879 0.0 0.0 0.0 -0.150
O 2.41568 -1.65504 -1.23556 -0.7 0.0 -0.8 -0.048
H 1.55267 -5.88618 4.49435 0.0 0.0 0.0 0.122
H -0.33869 7.00998 5.09010 0.0 0.0 0.0 0.118
H -0.18458 -1.95860 1.88381 0.3 0.2 0.0 0.114
N 3.35085 -2.13817 -0.21038 0.2 -0.1 0.8 0.039
H -3.15516 -1.67240 2.33746 -0.1 0.1 0.0 0.096
H -5.57439 -1.50117 -4.66704 0.0 0.0 0.0 0.114
N -2.30048 -3.54932 2.37406 0.0 0.2 -0.3 0.030
C -1.18057 6.32034 5.14649 -0.1 0.0 0.1 -0.196
H 2.18799 2.22720 2.23748 0.1 -0.2 0.2 0.081
C 0.28373 -2.82095 -1.01932 -0.2 -0.1 -0.5 -0.096
S 1.03244 2.42291 -0.56289 0.1 0.0 -0.3 0.949
H -1.93612 -1.90331 3.57011 0.0 0.1 0.1 0.116
H 2.54338 -2.90025 2.88527 0.0 0.0 0.0 0.119
C -1.03696 -0.50317 -0.85183 -0.4 -0.1 -0.7 -0.144
C 1.19387 2.66325 2.27147 -0.1 0.2 -0.5 -0.121
C -1.87290 4.65365 3.65965 0.1 0.1 -0.1 -0.234
H -0.42527 1.78167 -5.47024 0.0 0.0 0.2 0.088
H -0.73274 7.72067 -0.66002 0.0 0.0 0.0 0.116
H -1.72444 4.79723 -2.37554 0.0 0.0 0.0 0.072
H -2.11941 7.39833 3.52857 0.0 0.0 0.0 0.114
C -0.31907 7.52863 -1.65592 -0.1 0.0 0.1 -0.200
H 0.44627 1.89578 2.45470 0.0 -0.2 0.2 0.053
H -3.76381 5.62490 3.14481 0.0 0.0 0.0 0.110
H 0.16685 1.00900 -2.65392 0.0 0.2 0.2 0.114
H 2.19012 -3.77522 1.37779 0.1 0.0 0.0 0.080
H -0.47984 1.13539 -7.13410 -0.1 0.1 -0.1 0.093
C 0.10633 1.21483 -6.22767 0.3 -0.3 -0.4 0.033
H 8.15738 -5.59776 3.07154 -0.1 0.0 0.0 0.118
H 1.26605 -1.75418 -3.32703 0.1 0.0 0.1 0.123
C 2.37378 -3.89056 2.45471 -0.1 0.0 0.0 -0.228
H -3.77363 -0.06473 0.72382 -0.2 -0.1 -0.1 0.068
H -2.80211 0.58405 -1.29153 -0.1 -0.1 0.0 0.126
C 9.13686 -5.59977 1.11174 0.0 -0.1 0.0 -0.167
H -0.07303 3.87967 1.01557 -0.1 -0.1 -0.2 -0.002
H 10.01876 -4.96401 1.16070 0.0 0.0 0.0 0.114
H -4.19997 1.55539 1.32027 -0.3 -0.1 -0.2 0.055
C -1.10406 -1.42224 1.65370 -0.4 -0.6 0.1 -0.110
H -1.75491 8.96716 -2.46372 0.0 0.0 0.0 0.114
H 8.86474 -6.15022 -1.00471 0.0 0.0 0.0 0.113
H 6.23114 -5.59931 -0.47213 0.0 0.0 0.0 0.109
O 1.25282 -0.19464 -4.64312 -0.6 0.6 -0.1 -0.019
C 0.81950 0.18554 -2.39353 0.0 -0.6 -0.6 -0.102
C -1.40788 -1.60164 0.15333 0.1 0.2 0.5 -0.247
O -0.22818 6.11135 -1.84584 0.0 0.0 0.0 -0.160
C -3.41325 0.81853 1.23652 0.6 0.3 0.4 -0.109
C -2.17710 -2.10405 2.52736 0.2 -0.3 0.1 -0.262
H -4.02238 -1.75135 -2.32541 0.0 -0.2 0.0 0.107
C -1.24563 8.04818 -2.74713 0.1 0.0 -0.1 -0.165
H 1.62853 4.19600 0.83721 0.1 0.0 -0.1 0.077
O 0.01495 -1.19465 -6.25513 0.3 1.1 0.8 0.142
C -2.41443 6.82539 4.41054 0.0 0.0 -0.1 -0.164
C 7.01643 -6.02215 0.15725 0.0 -0.1 0.1 -0.207
H 6.94704 -7.11377 0.11136 0.0 0.0 -0.1 0.119
H -6.18770 0.62990 -3.76273 0.0 0.0 0.1 0.117
H -1.32776 -0.93883 -1.80812 0.2 -0.1 -0.1 0.149
C 1.02703 0.68523 0.00267 0.1 0.9 0.2 -0.351
H -3.63597 5.09107 4.82400 0.0 0.0 0.0 0.117
C -3.08102 5.51853 3.98642 0.0 0.0 0.1 -0.163
C 1.47423 -5.83004 3.40553 0.1 0.0 0.1 -0.185
H -1.55248 4.79631 2.62141 -0.1 0.0 0.0 0.072
O -5.49418 -0.34836 -2.07916 0.1 0.0 0.1 -0.158
H -7.30062 -1.78679 -4.43117 0.0 0.0 0.0 0.116
H 4.30857 -4.79434 1.96587 0.0 0.0 0.0 0.097
H 2.04866 0.40301 0.23179 0.1 -0.3 -0.3 0.101
H -0.68169 8.23911 -3.66234 0.0 0.0 0.0 0.115
H -1.38787 -3.96961 2.24414 0.1 -0.1 0.2 0.057
C -2.18428 6.86048 -2.94801 0.0 0.0 0.1 -0.165
C -5.99692 -2.53866 -2.82212 -0.1 0.0 0.0 -0.161
C 8.04413 -5.16506 2.07767 0.0 0.1 0.0 -0.202
H -2.94729 6.85024 -2.16616 0.0 0.0 0.0 0.114
O 4.25804 -2.63306 -0.69021 0.3 0.1 -0.2 0.168
H -2.05670 3.58849 3.82129 0.0 0.0 0.0 0.114
H 8.01139 -4.07443 2.17523 0.0 0.0 0.0 0.116
H -1.36011 1.48911 1.24180 0.3 0.0 -0.1 0.041
C 8.40792 -5.53998 -0.22796 0.0 0.1 0.0 -0.168
H -1.39828 6.12415 6.20090 0.0 0.0 0.0 0.119
C 0.89987 3.40207 0.96862 0.1 0.0 0.6 -0.497
C 2.78945 -6.19716 2.73172 -0.1 0.0 -0.1 -0.156
H -1.40042 1.57242 -1.42520 0.3 -0.2 -0.1 0.055
H 3.32917 -6.97956 3.25992 0.0 0.0 0.0 0.118
C -1.23241 5.68683 -2.77022 0.1 0.0 -0.1 -0.220
C 1.13159 -1.60967 -0.68171 0.4 -0.2 0.6 -0.288
H 9.44359 -6.62545 1.32562 0.0 0.0 0.0 0.116
O 1.20846 -4.46444 3.04032 -0.1 0.0 -0.1 -0.156
O 6.80558 -5.60928 1.51150 0.0 0.0 -0.1 -0.162
H -5.07274 -2.00426 -0.91112 0.0 0.1 0.0 0.112
H -0.74403 5.42434 -3.71607 -0.1 0.0 0.0 0.116
C 0.41531 -0.16997 -5.75638 -0.2 -1.2 -0.4 -0.484
H 1.13378 3.37206 3.09166 0.0 0.1 0.1 0.082
H -5.53273 -3.45054 -3.19329 0.0 0.0 0.0 0.115
C -2.17880 1.42524 0.54152 -0.9 0.3 -0.1 -0.661
H -3.04532 7.45832 5.03137 0.0 0.0 0.0 0.114
C -6.44199 -0.23498 -3.15058 -0.1 0.0 0.0 -0.193
H -6.88214 -2.81621 -2.24748 0.0 0.0 0.0 0.119
H 3.96290 -4.65644 3.68963 0.0 0.0 0.0 0.123
H 2.60773 -6.53918 1.70985 0.0 0.0 0.0 0.115
H 0.04426 -2.89882 -2.08021 0.1 0.1 -0.1 0.130
H -1.00604 -0.39493 1.99042 0.0 0.2 -0.1 0.091
H 1.85366 0.50985 -2.38491 0.1 0.2 0.2 0.136
H 1.04137 1.72218 -6.45235 0.1 0.2 0.1 0.099
C 3.51865 -4.85559 2.71299 0.0 0.0 0.0 -0.155
C -5.06015 -1.70381 -1.96186 0.2 0.1 -0.1 -0.224
H -2.48876 -1.69915 0.05541 -0.2 0.1 -0.1 0.142
H -7.43370 -0.07440 -2.71848 0.0 0.0 0.0 0.121
H -0.33207 -1.12767 -3.72143 -0.1 -0.1 0.1 0.132
C -1.84701 0.79887 -0.81098 -0.2 0.1 0.4 -0.190
H 0.63921 -6.45328 3.08696 0.0 0.1 0.0 0.119
C -6.37069 -1.54660 -3.92053 0.1 0.0 0.0 -0.163
H 0.46008 0.60084 0.91632 -0.2 -0.2 0.0 0.059
Br -2.60216 3.31570 0.17766 0.0 0.1 -0.1 0.812
H 0.68062 7.95998 -1.70404 0.0 0.0 0.0 0.117
H -2.83392 -3.76278 1.54159 0.0 -0.1 0.0 0.065
H -2.68727 6.85389 -3.91325 0.0 0.0 0.0 0.114
H -3.14717 0.56324 2.25877 -0.1 -0.2 0.1 0.077
H 1.24620 -1.60487 0.40268 -0.1 0.0 0.1 0.139
H 8.36553 -4.50863 -0.58554 0.0 0.0 0.0 0.112
C 0.69894 -0.84821 -3.50756 0.1 -0.4 -0.4 -0.149
H 0.89280 -3.69089 -0.78182 0.0 -0.1 0.2 0.146
N 0.46921 -0.29300 -1.01378 0.2 0.3 0.6 -0.124
```
Forces are in eV/Å.

> Which of these has the highest orbital gap?

C36H71BrN3O10S

> What is the formula in the second record?

C36H71BrN3O10S